Entry 1:
Formula: C15H30FN2O3
Source: OMol25
Level of theory: ωB97M-V/def2-TZVPD

Geometry as XYZ:
```
51
Properties=species:S:1:pos:R:3:lowdin_charge:R:1
C 4.4236 1.2756 0.4390 -0.10
C 3.2959 0.4731 -0.2015 -0.28
C 3.1533 -0.9334 0.3711 -0.20
C 2.0506 -1.7391 -0.3528 -0.21
C 1.0113 -2.2917 0.6084 -0.21
C -0.0468 -3.2119 -0.0375 -0.18
C -1.4929 -2.7102 0.0680 -0.20
C -2.0857 -2.1720 -1.2240 -0.18
C -1.4114 -0.9170 -1.8187 -0.13
C -2.1691 0.3853 -1.5815 -0.08
N -1.3980 1.4084 -0.7567 -0.14
C -0.3089 2.0356 -1.5568 0.07
C -2.4807 2.3473 -0.2804 -0.22
F -2.0156 3.6064 -0.0494 0.07
C -2.9184 1.6907 1.0565 -0.03
O -2.1128 0.5002 1.1616 -0.03
C -0.9187 0.8512 0.5639 -0.27
C -0.0809 1.8279 1.4134 -0.14
O 0.1826 1.1516 2.6140 -0.08
N -0.7979 1.5293 3.6267 0.02
O -1.1128 0.6222 4.2551 0.14
H 5.3792 1.0353 -0.0199 0.08
H 4.2626 2.3367 0.2539 0.07
H 4.4687 1.1167 1.5124 0.08
H 2.3548 1.0048 -0.0128 0.06
H 3.4304 0.3899 -1.2800 0.11
H 4.1015 -1.4566 0.2663 0.12
H 2.9169 -0.8522 1.4322 0.11
H 2.5268 -2.5855 -0.8449 0.12
H 1.6170 -1.1070 -1.1331 0.08
H 0.5214 -1.4998 1.1797 0.09
H 1.5641 -2.8785 1.3403 0.12
H 0.2141 -3.4639 -1.0652 0.12
H 0.0047 -4.1437 0.5205 0.11
H -2.1086 -3.5706 0.3293 0.11
H -1.6107 -2.0150 0.8986 0.10
H -3.1196 -1.8995 -1.0042 0.11
H -2.1177 -2.9409 -1.9898 0.12
H -0.3622 -0.8424 -1.5354 0.09
H -1.4031 -1.0587 -2.8973 0.12
H -3.1379 0.2043 -1.1294 0.13
H -2.3535 0.8992 -2.5199 0.14
H 0.6259 1.5284 -1.3392 0.10
H -0.5095 1.9324 -2.6160 0.12
H -0.2170 3.0893 -1.3217 0.12
H -3.2497 2.4476 -1.0383 0.17
H -3.9498 1.3685 0.9881 0.15
H -2.7040 2.3889 1.8581 0.13
H -0.2335 0.0394 0.3278 0.14
H 0.8736 2.0108 0.9243 0.12
H -0.5515 2.7924 1.5971 0.13
```

## Properties
Structure (SMILES)   CCCCCCCCCC[N@@+]1(C)[C@H](F)CO[C@@H]1CON=O
Total charge   +1
Energy above the lowest of the compared OMol25 structures with the same formula, charge and spin   0.0 kJ/mol
F_max   1.141 eV/A
HOMO-LUMO gap   10.28 eV

=====

Entry 2:
Formula: C34H45Br2NO4Si
Source: OMol25
Level of theory: ωB97M-V/def2-TZVPD

Geometry as XYZ:
```
87
Properties=species:S:1:pos:R:3:lowdin_charge:R:1
C 0.4347 -0.3537 5.1019 0.08
C 0.5879 0.5535 4.1812 -0.08
C 0.6669 1.5762 2.9750 -0.12
C 1.8560 2.6272 2.8181 0.03
C 1.9414 3.6420 1.5969 -0.11
C 3.1460 4.6835 1.3776 -0.14
C 4.3906 4.0578 0.5105 -0.24
O 3.9484 3.1685 -0.5572 -0.28
Si 4.5542 1.5458 -0.3679 0.47
C 4.3696 0.7086 -2.1176 -0.19
C 6.4167 1.4297 0.0740 -0.21
C 3.5587 0.4493 0.8464 -0.20
C 0.7854 3.6617 0.4905 -0.10
C 0.8294 4.6835 -0.7773 -0.18
C 0.3237 6.1799 -0.4259 -0.63
C -1.0202 6.6001 -1.2700 -0.17
Br -0.2047 6.3894 1.5175 0.65
C -0.3756 2.6189 0.6625 0.02
C -0.4384 1.5698 1.8668 0.01
C -1.6983 0.5383 1.8343 -0.22
O -2.3017 0.1620 2.8856 0.05
C -2.0748 0.0115 0.3402 0.06
C -2.4426 -1.4888 0.0147 -0.09
O -2.4766 -2.3964 1.1184 -0.14
C -1.3438 -3.3174 1.1150 -0.14
C -1.8929 -4.7790 1.5368 -0.31
C -3.2346 -4.7620 2.4278 -0.11
C -0.8087 -5.6954 2.3037 -0.37
C 0.5795 -5.8693 1.4782 -0.10
C -0.5059 -5.2219 3.8347 -0.10
C -2.7437 -1.8847 -1.5001 -0.08
C -3.0722 -3.4293 -1.8495 -0.63
Br -4.5961 -4.1970 -0.8309 0.73
C -3.1815 -3.7028 -3.4611 -0.28
C -4.5946 -3.2140 -4.0776 -0.16
C -2.7237 -0.7913 -2.6579 0.06
C -2.3551 0.7316 -2.3483 -0.08
C -2.3500 1.7691 -3.5771 -0.23
N -1.1148 1.5781 -4.4478 -0.03
C -2.0278 1.0694 -0.8573 0.02
C -1.5881 2.5765 -0.4243 -0.22
O -2.1503 3.6312 -0.8502 0.02
H 0.4040 -0.9885 6.0603 0.06
H 2.6813 2.6064 3.6343 0.12
H 3.6074 5.0200 2.3939 0.13
H 2.7124 5.6397 0.9060 0.09
H 5.0914 3.5670 1.2795 0.10
H 4.8746 4.9739 -0.0218 0.14
H 4.0778 -0.4095 -2.0314 0.04
H 3.7017 1.3079 -2.8321 0.04
H 5.4353 0.7090 -2.5892 0.04
H 7.1282 1.6554 -0.8094 0.05
H 6.6953 2.0550 1.0122 0.04
H 6.6259 0.3186 0.3607 0.06
H 4.0196 0.4192 1.9111 0.05
H 2.4209 0.6787 0.8766 0.04
H 3.6414 -0.6439 0.4488 0.05
H 1.9021 4.7260 -1.2292 0.12
H 0.1593 4.2955 -1.6467 0.10
H 1.1977 6.8949 -0.6627 0.09
H -1.9032 6.3308 -0.5676 0.05
H -1.1616 5.9476 -2.2153 0.08
H -1.0839 7.7277 -1.4688 0.08
H -0.8156 -3.2814 0.0969 0.13
H -0.5872 -2.9876 1.9293 0.14
H -2.1735 -5.3147 0.5396 0.11
H -3.1005 -4.3809 3.5014 0.08
H -3.5864 -5.8703 2.5245 0.10
H -4.1166 -4.1927 1.9687 0.03
H -1.2740 -6.7609 2.3761 0.13
H 1.3920 -5.1779 1.9290 0.08
H 0.3644 -5.6087 0.3692 0.08
H 0.8743 -6.9881 1.5749 0.08
H 0.6359 -5.1815 3.9910 0.07
H -0.9860 -4.2117 4.0949 0.07
H -0.9693 -6.0086 4.5533 0.09
H -2.1271 -4.0261 -1.5197 0.09
H -3.1371 -4.8635 -3.5572 0.11
H -2.2754 -3.2975 -4.0419 0.11
H -5.1636 -2.6616 -3.2274 0.06
H -4.4030 -2.4323 -4.9073 0.07
H -5.2308 -4.0933 -4.4921 0.09
H -2.9659 -1.0333 -3.7584 0.09
H -2.3331 2.8766 -3.2315 0.11
H -3.3244 1.6661 -4.2029 0.13
H -0.6079 2.4900 -4.4017 0.07
H -1.3896 1.3986 -5.4285 0.06
```

## Properties
Structure (SMILES)   C#Cc1cc(CCO[Si](C)(C)C)c(C[C@@H](C)Br)c2c1C(=O)c1c(OC[C@H](C)C(C)C)c([C@@H](Br)CC)cc(CN)c1C2=O
F_max   5.784 eV/A
HOMO-LUMO gap   7.48 eV

=====

Entry 3:
Formula: C5H8O
Source: OMol25
Level of theory: ωB97M-V/def2-TZVPD

Geometry as XYZ:
```
14
Properties=species:S:1:pos:R:3:lowdin_charge:R:1
C -0.2314 -1.2730 -0.7580 -0.09
C 1.1778 -0.9875 -0.2971 -0.08
C 0.0450 -0.0951 0.0971 -0.32
C -0.1207 1.3823 -0.2369 -0.18
O -0.2160 1.8837 1.0802 -0.18
C -0.7768 0.7704 1.7208 0.00
H -0.4903 -1.0814 -1.7976 0.11
H -0.7417 -2.1267 -0.3189 0.11
H 1.6122 -1.6508 0.4468 0.11
H 1.8920 -0.5830 -1.0113 0.11
H 0.7182 1.8470 -0.7709 0.13
H -1.0560 1.5509 -0.7970 0.13
H -0.0399 -0.2058 1.3724 0.09
H -1.7726 0.5688 1.2703 0.06
```

## Properties
Energy above the lowest of the compared OMol25 structures with the same formula, charge and spin   576.4 kJ/mol
F_max   0.228 eV/A
HOMO-LUMO gap   9.08 eV

=====

Entry 4:
Formula: C3HNO2
Source: OMol25
Level of theory: ωB97M-V/def2-TZVPD

Geometry as XYZ:
```
7
Properties=species:S:1:pos:R:3:lowdin_charge:R:1
O -0.1686 1.9101 0.0170 0.11
C 0.4431 0.9896 -0.4497 -0.17
C 0.1593 -0.4822 -0.1389 -0.33
O 0.7733 -1.3349 -0.7288 0.15
C -0.8568 -0.8594 0.8591 -0.09
N -1.6128 -1.3135 1.6077 0.20
H 1.2753 1.0813 -1.1729 0.14
```

## Properties
Structure (SMILES)   N#CC(=O)C=O
Energy above the lowest of the compared OMol25 structures with the same formula, charge and spin   3.5 kJ/mol
F_max   1.196 eV/A
HOMO-LUMO gap   9.35 eV